# 1
# BCdH18O11P

A structure of composition BCdH18O11P at a distorted geometry (wB97M-V/def2-TZVPD, the OMol25 dataset).

XYZ file:
```
32
Properties=species:S:1:pos:R:3:lowdin_charge:R:1
Cd 1.562 0.747 0.387 1.286
P 2.959 -1.432 -0.180 -0.129
O 2.176 -2.633 -0.750 -0.487
O 4.415 -1.777 -0.371 -0.484
O 2.391 -0.896 1.190 -0.574
O 2.268 -0.400 -1.165 -0.546
B -0.632 0.103 0.203 -0.511
H 0.055 0.427 -0.629 -0.044
H -1.605 -0.199 -0.308 0.001
H -0.176 -0.806 0.715 0.005
H -0.790 0.983 0.917 -0.021
O -2.993 1.654 -1.064 -0.111
H -3.836 1.265 -0.817 0.018
H -2.327 0.977 -0.804 -0.036
O 0.913 0.019 -3.613 -0.060
H 0.194 0.586 -3.318 0.014
H 1.204 0.402 -4.448 0.012
O 0.921 2.628 -0.572 -0.129
H 1.256 3.445 -0.965 0.056
H -0.026 2.783 -0.440 0.047
O -1.357 0.269 3.478 -0.072
H -1.468 1.221 3.535 0.016
H -1.290 0.086 2.526 -0.001
O -1.589 -2.866 1.261 -0.089
H -1.220 -2.029 0.937 -0.035
H -0.813 -3.402 1.449 0.040
O -0.659 -1.731 -1.903 -0.079
H -0.864 -1.257 -1.067 -0.057
H -1.492 -1.733 -2.388 0.020
O 0.992 1.247 2.351 -0.161
H 1.421 0.585 2.917 0.067
H 0.407 1.732 2.937 0.042
```

As for the net charge: -2. Its spin multiplicity is 1. The calculation puts the molecular weight at 348.331 Da. For the HOMO energy, the calculation gives 1.51 eV. The HOMO-LUMO gap comes out at 0.10201 hartree. The calculation puts the relative energy (zero: lowest compared OMol25 entry of this formula, charge and spin) at 252.4 kJ/mol. For the LUMO energy, the calculation gives 4.3 eV.

---

# 2
# C2H9N3

A cluster of 2 separate species, C2H9N3 in total at a distorted geometry (wB97M-V/def2-TZVPD, the OMol25 dataset).

XYZ file:
```
14
Properties=species:S:1:pos:R:3:lowdin_charge:R:1
C -0.734 -0.140 -1.258 -0.134
N -0.214 -1.467 -0.921 -0.021
C -0.509 -2.035 0.159 -0.291
N -1.637 -1.773 1.046 0.017
H -1.241 -0.164 -2.231 0.073
H 0.111 0.520 -1.402 0.060
H -1.406 0.312 -0.532 0.058
H 0.281 -2.557 0.704 0.101
H -1.429 -0.863 1.460 0.065
H -2.528 -1.646 0.578 0.063
N 2.024 2.483 0.530 -0.002
H 2.547 3.255 0.135 0.003
H 2.477 1.629 0.211 0.004
H 2.258 2.445 1.521 0.004
```

Its spin multiplicity is 1. The calculation puts the molecular weight at 75.115 Da. For the HOMO energy, the calculation gives -9.24 eV. The HOMO-LUMO gap comes out at 0.37257 hartree. The calculation puts the relative energy (zero: lowest compared OMol25 entry of this formula, charge and spin) at 148.9 kJ/mol. For the LUMO energy, the calculation gives 0.9 eV.

---

# 3
# C2H10N2OSi

The molecule C2H10N2OSi at a distorted geometry (wB97M-V/def2-TZVPD, the OMol25 dataset).

XYZ file:
```
16
Properties=species:S:1:pos:R:3:lowdin_charge:R:1
C -0.694 1.774 0.144 -0.162
Si -0.175 0.005 0.231 0.330
C -0.973 -0.702 -1.380 -0.142
N -0.671 -0.607 1.838 -0.052
O 1.318 -0.527 0.063 -0.280
N 2.684 -0.395 0.245 0.009
H -0.465 2.343 1.047 0.034
H 0.064 2.048 -0.586 0.027
H -1.690 1.952 -0.217 0.031
H -0.542 -1.619 -1.665 0.005
H -1.999 -0.811 -1.217 0.001
H -0.833 -0.079 -2.211 0.007
H -0.577 -1.660 2.052 0.072
H -1.544 -0.315 2.060 -0.050
H 3.103 0.035 -0.517 0.036
H 2.993 -1.440 0.113 0.134
```

Its spin multiplicity is 1. The calculation puts the molecular weight at 106.201 Da. For the HOMO energy, the calculation gives -9.05 eV. The HOMO-LUMO gap comes out at 0.35901 hartree. The calculation puts the relative energy (zero: lowest compared OMol25 entry of this formula, charge and spin) at 246.8 kJ/mol. For the LUMO energy, the calculation gives 0.7 eV.

---

# 4
# C2H10NO2

A cluster of 3 separate species, C2H10NO2 in total at a distorted geometry (wB97M-V/def2-TZVPD, the OMol25 dataset).

XYZ file:
```
15
Properties=species:S:1:pos:R:3:lowdin_charge:R:1
C -0.770 -0.794 -0.808 -0.135
C -1.588 -0.931 -1.833 0.082
N -0.148 0.521 -0.520 0.161
H -0.438 -1.454 -0.018 0.112
H -1.760 -1.902 -2.266 0.085
H -2.129 -0.066 -2.204 0.089
H -0.266 1.117 -1.336 0.158
H 0.878 0.602 -0.294 0.102
H -0.613 0.948 0.291 0.154
H -0.457 0.000 3.219 0.054
H -0.734 -1.072 2.147 0.035
O -0.125 -0.378 2.405 -0.037
H 2.609 1.516 1.084 0.084
H 3.120 1.022 -0.257 0.082
O 2.419 0.872 0.391 -0.028
```

As for the net charge: +1. Its spin multiplicity is 1. The calculation puts the molecular weight at 80.107 Da. For the HOMO energy, the calculation gives -14.95 eV. The HOMO-LUMO gap comes out at 0.42927 hartree. The calculation puts the relative energy (zero: lowest compared OMol25 entry of this formula, charge and spin) at 103.6 kJ/mol. For the LUMO energy, the calculation gives -3.3 eV.

---

# 5
# C33H35N5O8

A cluster of 4 separate species, C33H35N5O8 in total at a distorted geometry (wB97M-V/def2-TZVPD, the OMol25 dataset).

XYZ file:
```
81
Properties=species:S:1:pos:R:3:lowdin_charge:R:1
C -3.919 1.737 3.263 -0.105
C -4.880 1.279 2.082 -0.236
C -4.361 -0.010 1.345 -0.180
C -3.319 0.247 0.193 -0.290
C -2.800 -1.202 -0.264 -0.081
C -2.056 1.051 0.622 -0.099
C -0.807 0.433 1.105 0.044
C 0.359 1.263 1.452 -0.139
C 1.673 0.600 1.975 -0.220
N 2.418 -0.158 0.944 -0.117
C 3.820 -0.432 1.407 -0.126
C 0.351 2.726 1.341 0.053
C -0.884 3.333 0.887 -0.045
C -2.038 2.504 0.528 -0.017
C -3.117 3.515 0.069 -0.347
O -4.173 3.339 -0.477 0.079
N -2.612 4.852 0.367 0.135
C -1.204 4.844 0.713 -0.375
O -0.503 5.799 0.849 0.138
H -4.327 1.277 4.207 0.075
H -2.875 1.355 3.163 0.062
H -3.979 2.856 3.318 0.070
H -5.852 0.988 2.578 0.103
H -5.150 2.108 1.378 0.089
H -4.008 -0.791 2.077 0.123
H -5.264 -0.474 0.849 0.120
H -3.793 0.725 -0.701 0.142
H -1.863 -1.095 -0.858 0.082
H -2.593 -1.765 0.688 0.075
H -3.623 -1.734 -0.797 0.083
H -0.756 -0.671 1.204 0.109
H 1.363 -0.136 2.779 0.129
H 2.298 1.412 2.428 0.115
H 1.947 -1.061 0.850 0.092
H 4.519 0.025 0.658 0.078
H 3.986 -1.540 1.394 0.052
H 4.023 -0.032 2.432 0.081
H 1.247 3.330 1.596 0.123
H -3.164 5.122 1.192 0.156
O -8.150 6.736 -6.408 0.070
N -6.980 6.909 -6.115 -0.354
O -6.229 7.671 -6.697 0.071
C -6.437 6.144 -4.987 -0.152
C -7.253 5.238 -4.322 -0.007
C -6.729 4.498 -3.270 -0.060
C -5.403 4.670 -2.888 -0.060
C -4.599 5.588 -3.555 -0.058
C -5.115 6.329 -4.609 -0.005
H -8.286 5.096 -4.611 0.117
H -7.355 3.784 -2.748 0.108
H -4.994 4.087 -2.068 0.066
H -3.567 5.722 -3.253 0.108
H -4.479 7.038 -5.123 0.118
O 4.704 -2.911 0.190 0.034
N 5.793 -3.278 -0.220 -0.311
O 6.566 -3.977 0.415 0.068
C 6.199 -2.847 -1.559 -0.137
C 5.358 -2.020 -2.292 0.004
C 5.755 -1.594 -3.551 -0.060
C 6.980 -1.997 -4.067 -0.066
C 7.811 -2.833 -3.330 -0.062
C 7.421 -3.261 -2.069 0.001
H 4.401 -1.700 -1.898 0.121
H 5.110 -0.944 -4.130 0.112
H 7.291 -1.658 -5.049 0.110
H 8.764 -3.147 -3.737 0.110
H 8.076 -3.909 -1.501 0.120
O 1.017 -7.024 4.649 0.074
N 1.392 -6.331 3.721 -0.353
O 0.659 -5.630 3.043 0.068
C 2.821 -6.342 3.392 -0.148
C 3.682 -7.154 4.117 -0.007
C 5.031 -7.179 3.788 -0.067
C 5.507 -6.393 2.745 -0.059
C 4.639 -5.575 2.032 -0.059
C 3.289 -5.548 2.354 0.007
H 3.321 -7.769 4.931 0.118
H 5.711 -7.814 4.342 0.107
H 6.559 -6.418 2.486 0.109
H 5.014 -4.964 1.224 0.055
H 2.621 -4.910 1.791 0.116
```

Its spin multiplicity is 1. The calculation puts the molecular weight at 629.670 Da. For the HOMO energy, the calculation gives -9.25 eV. The HOMO-LUMO gap comes out at 0.29641 hartree. The calculation puts the relative energy (zero: lowest compared OMol25 entry of this formula, charge and spin) at 0.0 kJ/mol. For the LUMO energy, the calculation gives -1.2 eV.

---

# 6
# C37H75F3FeN7O7S2

A structure of composition C37H75F3FeN7O7S2 at a distorted geometry (wB97M-V/def2-TZVPD, the OMol25 dataset).

XYZ file:
```
132
Properties=species:S:1:pos:R:3:lowdin_charge:R:1
Fe 26.102 -3.298 -13.604 1.045
S 25.454 -2.523 -11.485 0.352
O 26.674 -3.269 -11.677 -0.354
O 25.802 -1.671 -12.602 -0.361
O 24.675 -3.369 -12.329 -0.330
O 25.065 -2.003 -10.160 -0.236
C 22.712 -1.690 -16.139 -0.606
F 22.095 -2.857 -16.091 0.140
F 22.170 -0.944 -17.132 0.119
F 22.484 -1.125 -14.978 0.147
S 24.666 -2.035 -16.413 0.570
O 24.747 -2.986 -17.500 -0.294
O 25.403 -0.793 -16.592 -0.296
O 25.028 -2.642 -15.114 -0.385
C 25.914 4.980 -13.209 -0.082
C 25.372 3.627 -12.682 -0.227
N 24.991 2.765 -13.829 -0.223
C 23.876 3.368 -14.579 -0.251
C 23.531 2.516 -15.820 -0.052
C 24.789 1.358 -13.419 -0.241
C 23.534 1.086 -12.570 -0.047
H 26.615 4.827 -14.029 0.073
H 26.338 5.604 -12.422 0.070
H 25.078 5.545 -13.623 0.054
H 26.229 3.079 -12.289 0.100
H 24.572 3.759 -11.953 0.111
H 23.001 3.630 -13.985 0.101
H 24.157 4.368 -14.910 0.098
H 22.899 3.205 -16.379 0.067
H 24.464 2.350 -16.359 0.072
H 22.995 1.592 -15.603 0.054
H 25.652 1.121 -12.797 0.103
H 24.932 0.815 -14.353 0.090
H 23.680 1.553 -11.597 0.077
H 23.448 0.008 -12.431 0.068
H 22.645 1.469 -13.071 0.047
C 22.478 -0.936 -23.385 -0.089
C 21.581 -2.109 -23.082 -0.246
N 22.066 -2.807 -21.880 -0.198
C 21.531 -4.147 -21.794 -0.267
C 22.198 -5.106 -22.795 -0.084
C 21.877 -2.073 -20.669 -0.275
C 20.474 -1.643 -20.260 -0.089
H 23.515 -1.170 -23.141 0.079
H 22.215 0.038 -22.973 0.072
H 22.586 -0.838 -24.466 0.065
H 20.530 -1.841 -22.975 0.109
H 21.554 -2.849 -23.883 0.100
H 21.784 -4.500 -20.794 0.112
H 20.444 -4.158 -21.872 0.110
H 21.980 -6.137 -22.517 0.066
H 21.888 -4.917 -23.823 0.056
H 23.283 -5.001 -22.770 0.075
H 22.496 -1.181 -20.571 0.114
H 22.227 -2.666 -19.824 0.103
H 20.150 -0.767 -20.823 0.066
H 20.340 -1.383 -19.210 0.059
H 19.729 -2.434 -20.345 0.067
C 27.137 -6.095 -12.019 -0.057
C 27.094 -6.059 -13.582 -0.219
N 26.052 -5.247 -14.284 -0.206
C 24.696 -5.815 -13.982 -0.209
C 23.424 -5.305 -14.767 -0.045
C 26.251 -5.543 -15.723 -0.231
C 25.942 -6.976 -16.266 -0.048
H 26.140 -6.052 -11.581 0.076
H 27.861 -5.392 -11.607 0.056
H 27.573 -7.019 -11.638 0.076
H 28.124 -5.851 -13.873 0.101
H 27.089 -7.099 -13.910 0.103
H 24.426 -5.614 -12.945 0.097
H 24.802 -6.900 -13.991 0.114
H 23.181 -4.342 -14.318 0.053
H 22.488 -5.853 -14.654 0.087
H 23.560 -5.179 -15.841 0.067
H 25.834 -4.817 -16.421 0.083
H 27.335 -5.474 -15.807 0.086
H 24.903 -7.255 -16.091 0.070
H 26.319 -7.151 -17.274 0.078
H 26.462 -7.711 -15.651 0.061
C 20.056 4.072 -15.486 -0.085
C 19.085 2.995 -15.998 -0.230
N 18.347 2.266 -14.930 -0.179
C 17.417 1.257 -15.396 -0.281
C 16.133 1.791 -16.066 -0.092
C 19.226 1.768 -13.851 -0.232
C 20.160 0.610 -14.244 -0.094
H 20.428 4.616 -16.354 0.075
H 20.961 3.679 -15.023 0.031
H 19.538 4.689 -14.751 0.084
H 18.347 3.533 -16.594 0.106
H 19.580 2.294 -16.670 0.106
H 17.853 0.597 -16.145 0.104
H 17.081 0.609 -14.586 0.113
H 15.350 1.035 -16.004 0.066
H 15.775 2.660 -15.514 0.071
H 16.333 2.066 -17.101 0.062
H 18.667 1.464 -12.966 0.112
H 19.861 2.584 -13.505 0.092
H 19.635 -0.325 -14.441 0.071
H 20.826 0.359 -13.418 0.055
H 20.787 0.822 -15.110 0.050
N 27.233 1.896 -15.433 0.035
C 27.641 1.465 -16.687 -0.132
C 29.008 1.236 -16.674 -0.124
C 29.529 1.691 -15.433 -0.102
C 28.383 2.084 -14.689 -0.152
H 26.278 2.091 -15.168 0.077
H 26.875 1.187 -17.396 0.095
H 29.624 0.778 -17.434 0.083
H 30.547 1.676 -15.072 0.082
H 28.228 2.456 -13.687 0.093
N 28.634 -4.878 -19.000 -0.004
C 27.481 -4.194 -18.735 -0.151
C 27.799 -2.875 -18.784 -0.123
C 29.209 -2.749 -18.792 -0.096
C 29.730 -4.036 -18.961 -0.121
H 28.651 -5.887 -19.034 0.140
H 26.571 -4.769 -18.653 0.107
H 27.029 -2.119 -18.812 0.096
H 29.755 -1.831 -18.950 0.088
H 30.735 -4.317 -19.240 0.100
N 28.735 -1.944 -13.232 0.088
C 28.002 -1.431 -14.275 -0.115
C 27.845 -2.339 -15.210 -0.131
C 28.580 -3.450 -14.809 -0.093
C 28.860 -3.256 -13.509 -0.172
H 29.246 -1.420 -12.536 0.178
H 27.805 -0.369 -14.286 0.121
H 27.542 -2.097 -16.218 0.103
H 28.979 -4.325 -15.300 0.121
H 29.485 -3.804 -12.819 0.137
```

Its spin multiplicity is 6. The calculation puts the molecular weight at 907.022 Da. For the HOMO energy (alpha / beta), the calculation gives -7.81 / -7.81 eV. The HOMO-LUMO gap (alpha / beta) comes out at 0.29422 / 0.22654 hartree. The calculation puts the relative energy (zero: lowest compared OMol25 entry of this formula, charge and spin) at 31.3 kJ/mol. For the LUMO energy (alpha / beta), the calculation gives 0.2 / -1.6 eV.

---

Q: What is the relative energy (zero: lowest compared OMol25 entry of this formula, charge and spin) in the second record?
A: 148.9 kJ/mol

---

Q: Which of these has the highest molecular weight?
A: C37H75F3FeN7O7S2

---

Q: Among the records above, which one has the highest spin multiplicity?
A: C37H75F3FeN7O7S2